Here is the molecule C4H8ClN from the OMol25 dataset. Energies are from ωB97M-V/def2-TZVPD.

Structure (XYZ):
```
14
Properties=species:S:1:pos:R:3
C -1.170 -0.002 -0.876
C -0.004 0.170 0.010
C 0.257 -0.841 1.061
C 1.222 -0.606 -0.033
H -0.887 -0.095 -1.907
H -1.853 0.818 -0.687
H -1.713 -0.909 -0.532
H 0.437 2.113 -0.469
H -0.536 2.018 0.888
H 0.614 -0.389 1.976
H -0.341 -1.761 1.061
H 2.108 -0.135 0.244
N 0.295 1.539 0.399
Cl 1.571 -1.920 -1.137
```

The highest occupied orbital energy comes out at -9.58 eV. The LUMO energy comes out at 1.0 eV. For the energy above the lowest of the compared OMol25 structures with the same formula, charge and spin, the calculation gives 56.9 kJ/mol. Its SMILES is C[C@@]1(N)C[C@H]1Cl. As for the spin multiplicity: 1. The value obtained for the HOMO-LUMO gap is 10.580 eV.

---

Here is a structure of composition C3H10OSSi from the OMol25 dataset. Energies are from ωB97M-V/def2-TZVPD.

Structure (XYZ):
```
16
Properties=species:S:1:pos:R:3
C -0.567 -1.216 -0.859
C 2.294 -0.195 0.643
C -0.542 -0.123 0.340
O 1.165 1.474 -1.062
Si -1.980 1.067 0.290
S 0.843 1.144 0.320
H -0.317 -0.740 -1.821
H -1.422 -1.768 -1.098
H 0.208 -1.930 -0.772
H 3.034 0.503 0.940
H 2.535 -0.587 -0.349
H 2.105 -0.935 1.392
H -0.205 -0.524 1.217
H -3.109 0.181 -0.048
H -1.802 2.008 -0.694
H -2.240 1.642 1.559
```

The highest occupied orbital energy comes out at -9.20 eV. The LUMO energy comes out at 0.7 eV. For the energy above the lowest of the compared OMol25 structures with the same formula, charge and spin, the calculation gives 350.2 kJ/mol. As for the spin multiplicity: 1. The value obtained for the HOMO-LUMO gap is 9.924 eV.